Entry 1:
A cluster of 3 separate species, C23H31O14PS in total. Source: the OMol25 dataset; level of theory: wB97M-V/def2-TZVPD.

Each line ends with the Löwdin charge.
CARTESIAN COORDINATES (ANGSTROEM)
1 O 3.02236 -1.52481 -0.29768  -0.257
2 H -6.63319 0.41923 1.22338  0.110
3 O 1.06368 -1.19555 1.15753  -0.273
4 C 3.18265 0.50414 -4.46280  -0.307
5 H -1.17477 2.59242 -1.89486  0.107
6 O -4.13312 0.42807 0.77967  -0.218
7 O 5.41704 -3.29587 5.09465  0.115
8 S 1.80521 -0.83772 -0.01344  0.606
9 C 3.37513 -2.62400 4.07530  -0.302
10 C -0.96491 2.57980 -0.82738  -0.133
11 H -2.32434 3.68178 0.40696  0.107
12 H 1.48694 2.58996 0.13901  0.129
13 O 2.55828 1.29398 -6.62128  0.119
14 H -8.58176 -0.33710 -0.11770  0.079
15 C 5.52608 2.11220 -4.65237  -0.312
16 H -0.24539 -3.95902 5.86581  0.115
17 O 2.14046 -0.12945 -4.47394  0.091
18 C 4.13184 0.48686 -3.36864  0.083
19 C -0.14170 1.30532 -0.52477  -0.307
20 H 3.94918 -4.57379 6.91753  0.134
21 C -7.01925 0.99030 0.38114  -0.261
22 O 1.30688 -4.62464 6.94763  0.100
23 O -0.05382 -3.42039 5.07475  0.110
24 C 3.47792 1.35742 -5.66936  -0.236
25 O 2.18686 0.69439 0.08172  -0.222
26 C 1.27028 -3.33002 5.00955  -0.235
27 C -3.27749 -0.72994 0.70677  -0.259
28 O -4.66011 0.16385 -1.71627  -0.264
29 H -0.08913 -1.49683 -1.22946  0.110
30 C 0.76803 -0.86361 -1.44331  -0.190
31 H 3.91879 -0.13881 -2.51069  0.125
32 H 1.06048 1.08589 -2.31237  0.116
33 C 1.92142 -2.65794 4.05242  0.083
34 H 4.80038 2.73051 -6.61249  0.136
35 C 0.27232 0.55086 -1.78707  -0.159
36 H -3.28385 2.42907 -1.97969  0.088
37 H -0.78841 0.63556 0.04507  0.110
38 H -1.65429 -1.50143 1.90444  0.071
39 H -7.73832 1.69907 0.78554  0.116
40 P -4.60343 1.10486 -0.58446  0.474
41 C -2.29215 2.68983 -0.03955  -0.188
42 C 5.23809 1.24147 -3.45362  -0.229
43 O -5.97496 1.80163 -0.19877  -0.201
44 C -3.54236 2.52668 -0.92931  -0.183
45 H -0.35056 3.45133 -0.60449  0.109
46 C 4.58029 2.11314 -5.75334  0.075
47 H 1.87405 0.67709 -6.29859  0.119
48 C -2.49914 -0.82633 2.00641  -0.060
49 H 6.84378 1.91599 -2.82906  0.122
50 H -0.60695 0.43905 -2.41689  0.128
51 H 1.41422 -2.13513 3.25272  0.106
52 H -3.89602 -1.61347 0.57422  0.122
53 H -2.60449 -0.65617 -0.14490  0.097
54 H -2.11046 0.15734 2.26784  0.071
55 C 1.99029 -4.05532 6.11555  -0.317
56 H -2.29401 1.98376 0.78509  0.084
57 H -7.09037 -0.70983 -0.97624  0.068
58 O 6.54737 2.77167 -4.62706  0.110
59 H 5.60890 -2.74808 4.30832  0.119
60 H -3.14111 -1.14744 2.82207  0.079
61 H -4.17215 3.41071 -0.84556  0.092
62 C 4.09649 -3.37006 5.16925  -0.238
63 O 6.16183 1.29367 -2.51056  0.130
64 H 1.34119 -1.26797 -2.27132  0.093
65 C 3.44143 -4.03939 6.12731  0.071
66 C 1.08234 1.60282 0.33771  -0.136
67 H 0.82722 1.53373 1.39458  0.132
68 C -7.71902 0.10016 -0.62274  -0.078
69 O 4.06026 -2.02842 3.26618  0.116
70 H -8.08888 0.69299 -1.45411  0.082

Values from the calculation:
* total charge: 0
* total energy: -2687.995151 Eh
* structure (SMILES): CCOP(=O)(CCC[C@H]1CCS(=O)(=O)OC1)OCC.O=C1C=C(O)C(=O)C=C1O.O=C1C=C(O)C(=O)C=C1O
* LUMO level: -1.60 eV

---

Entry 2:
A structure of composition C23H32Br31NO3P. Source: the OMol25 dataset; level of theory: wB97M-V/def2-TZVPD.

Each line ends with the Löwdin charge.
CARTESIAN COORDINATES (ANGSTROEM)
1 N -0.93621 0.15193 -1.86175  -0.087
2 H 12.82030 -4.26152 0.41839  -0.031
3 H -2.83074 -1.49221 1.75858  0.129
4 H -6.04732 -2.94470 -0.99317  0.027
5 Br 2.78479 6.41378 -3.04671  0.539
6 Br 0.17581 -9.59945 -0.67417  0.605
7 O -1.62906 -0.15751 -4.04453  0.103
8 C -0.93947 7.66455 0.84496  -1.650
9 H -3.33000 -4.01913 -2.92536  0.118
10 H -2.43107 -6.05366 -2.43314  0.020
11 H 1.21799 3.04406 -1.86881  0.031
12 H -2.04010 -3.81112 -1.65718  0.114
13 Br 6.77502 7.03125 2.27789  0.559
14 C 12.28456 -3.33377 0.56595  -1.639
15 Br 3.87305 -2.25109 -2.69476  0.595
16 Br 11.83771 -3.22610 2.43713  0.550
17 O -2.94901 -5.65383 -1.71967  -0.108
18 Br 0.22419 7.08602 -0.58012  0.523
19 Br 3.51867 2.20917 -3.63563  0.671
20 H -9.77253 -3.36471 1.07869  -0.026
21 H -0.19064 1.99013 -3.99395  0.078
22 C 5.30308 2.57867 -3.00252  -1.528
23 Br 4.56502 7.35059 -0.58048  0.565
24 Br -5.83272 0.34066 6.04617  0.594
25 Br 6.45972 0.81461 1.25500  0.486
26 H -1.61479 6.84855 1.05693  -0.037
27 C -4.96369 0.02154 2.37719  -0.212
28 C -1.87063 -0.21615 -2.72405  -0.334
29 H -5.36524 0.43397 3.29958  -0.044
30 Br -0.07642 -7.38579 -2.95565  0.598
31 Br 9.31485 -0.37766 1.93908  0.574
32 C -5.05919 -2.64966 -1.36284  -0.165
33 Br 4.18608 5.41027 3.24693  0.563
34 H -5.50504 -0.55193 -0.81302  0.137
35 H -3.61758 -3.50423 0.08674  0.116
36 Br -8.13430 1.13265 3.99607  0.568
37 Br -8.77806 -2.76694 -1.10658  0.611
38 O 0.60822 1.43483 -3.90617  -0.348
39 Br 6.73458 -1.87439 3.01203  0.556
40 C 7.50409 -0.16020 2.55295  -1.593
41 C -3.08977 -0.66805 -2.30073  0.064
42 H -4.70862 -4.64366 -0.66760  0.107
43 C 4.53000 6.34594 -2.22350  -1.647
44 Br 4.79016 -2.30749 0.36123  0.564
45 Br -2.01822 9.17024 0.31653  0.581
46 H -3.84210 -0.93908 -3.03241  0.144
47 H 4.72654 5.31389 -1.96626  -0.184
48 H 7.54015 0.43382 3.45684  -0.029
49 H -0.39936 0.38880 0.12530  0.096
50 H -4.89838 -1.06947 2.47522  0.070
51 C -3.56777 0.58359 2.02197  -0.659
52 H -5.65117 0.19798 1.54080  0.050
53 C -3.03487 -4.23146 -1.88692  -0.244
54 Br 5.91002 6.89481 -3.44704  0.550
55 C -4.75025 -1.31535 -0.59003  -0.115
56 C 1.19936 2.12218 -1.27563  -0.273
57 H -4.74408 -1.60199 0.45996  0.078
58 Br -7.79730 -4.85400 1.09840  0.597
59 C -4.08419 -3.76551 -0.87009  -0.149
60 H -1.60267 -0.26897 1.90369  0.080
61 H -3.67472 1.44726 1.36298  0.098
62 C -0.33284 -7.79193 -1.08215  -1.642
63 H -8.22956 0.78502 6.45107  -0.026
64 H 2.23404 1.91489 -0.99441  -0.005
65 Br 5.28225 3.20905 -1.17571  0.646
66 H 2.89044 -3.42521 -0.75892  -0.038
67 C -2.58425 -0.46831 1.45674  -0.185
68 Br 0.54973 -6.52554 0.07281  0.564
69 C 3.31499 -2.43918 -0.86098  -1.583
70 Br 13.46187 -1.90526 0.03315  0.573
71 H -1.39336 -7.70376 -0.88343  -0.042
72 Br 10.70568 -3.40771 -0.53869  0.552
73 P 0.71723 0.72228 -2.41471  0.851
74 Br 6.99852 3.93504 2.86679  0.549
75 Br -2.80334 1.22714 3.73816  0.686
76 C -2.36680 -0.37281 -0.04835  -0.127
77 Br -7.39469 3.10917 6.38284  0.596
78 C -7.50405 1.27425 5.81538  -1.607
79 Br 6.23396 3.79375 -4.16539  0.613
80 Br 1.90168 -1.20481 -0.38930  0.621
81 C -8.74716 -3.21070 0.77005  -1.607
82 H 0.52678 2.24465 -0.42036  0.042
83 Br -8.04428 -1.76159 1.82983  0.582
84 H -5.05586 -2.50244 -2.44274  0.101
85 C 6.10352 5.57429 3.34781  -1.619
86 H 5.84718 1.64318 -3.01100  -0.021
87 C -3.37226 -0.77733 -0.96222  -0.094
88 C -1.20133 0.07082 -0.53233  -0.082
89 Br 0.04505 8.02007 2.46205  0.572
90 H -1.98795 -0.94544 -4.48338  0.149
91 H 6.35242 5.79296 4.37732  -0.028

Values from the calculation:
* total charge: +1
* total energy: -81311.505330 Eh
* LUMO level: -3.51 eV

---

Entry 3:
A structure of composition C23H32Cl5GeN2RuS3Si3. Source: the OMol25 dataset; level of theory: wB97M-V/def2-TZVPD.

Each line ends with the Löwdin charge.
CARTESIAN COORDINATES (ANGSTROEM)
1 C 1.97189 -3.32873 -1.91771  -0.199
2 Ge -0.89886 -1.29662 -1.82901  0.679
3 C 2.11784 4.35752 4.70475  0.005
4 H -3.74689 -0.27675 -5.06304  0.051
5 H -2.88723 1.53189 -1.14094  -0.003
6 H 0.16314 -2.76805 -4.84575  0.012
7 H -0.61580 -4.68072 -0.38124  0.014
8 Si -2.98533 -0.39411 -2.73880  0.351
9 H 3.05806 1.73457 -1.26709  0.030
10 H 0.55764 -4.45930 -4.58093  0.050
11 H 2.42605 6.35539 7.41421  0.122
12 C 0.26840 4.02805 6.25815  -0.037
13 H 1.26386 3.37674 -3.28165  0.052
14 H 0.30297 5.24770 8.01407  0.123
15 H -0.04911 3.08007 -2.15586  -0.005
16 H -4.34140 1.55962 -2.13039  0.048
17 H -0.24740 2.68183 -3.86793  0.039
18 Si 1.20093 0.98404 -2.81593  0.472
19 H 1.51998 0.42558 -5.19296  0.060
20 H 1.61654 -1.02776 -4.20278  0.030
21 C -2.78112 -0.49160 -4.59847  -0.206
22 C 0.45612 2.68130 -3.03371  -0.197
23 S -0.71466 0.69500 3.24740  1.088
24 H 3.32763 0.04130 -1.76705  0.012
25 C -3.26897 1.35502 -2.14854  -0.202
26 C 0.50585 -3.07061 3.21231  -0.690
27 H -2.80344 2.07874 -2.81934  0.032
28 C -0.76184 -2.25916 1.33597  -0.701
29 Si 0.16120 -3.42450 -2.40264  0.364
30 C 2.93227 1.01049 -2.07089  -0.227
31 H -1.80289 -4.80175 -1.68855  0.036
32 Cl -2.19901 -2.27067 0.35825  0.746
33 H 2.60086 4.10165 3.77248  0.121
34 N 0.37834 2.97426 2.89580  0.068
35 C -0.17890 1.98666 2.23772  -1.006
36 C -4.30501 -1.57609 -2.12756  -0.231
37 H -0.30547 -5.72887 -1.75837  0.053
38 Cl -1.94450 -4.16055 2.84915  0.758
39 C 1.38977 -1.39917 1.76086  -0.718
40 Cl 2.63827 -0.27252 1.25031  0.716
41 Cl 2.99803 -2.15404 3.78844  0.755
42 H 3.54681 1.34988 -2.91664  0.061
43 Ru 0.52764 0.10878 -0.47518  0.634
44 H -5.23164 -1.36191 -2.66630  0.050
45 C 0.81559 4.98170 7.10055  -0.037
46 H -2.46433 -1.47689 -4.94550  0.031
47 S -0.00393 0.89278 6.15863  0.884
48 C 1.08086 -0.08634 -4.33228  -0.212
49 C -0.66425 -3.10391 2.43984  -0.704
50 H 0.04458 -0.30628 -4.59698  0.003
51 C 2.00285 5.60914 6.75594  -0.031
52 H 2.59735 -3.67146 -2.74393  0.044
53 H -4.51725 -1.44507 -1.06541  0.016
54 C 0.23330 -1.37691 0.98085  -0.438
55 C 0.94255 3.71707 5.08102  -0.210
56 H -2.07859 0.25180 -4.97789  0.024
57 C -0.10161 1.53619 4.62557  -0.987
58 S -0.36982 2.07977 0.51427  0.592
59 C -0.08782 -3.64245 -4.24732  -0.206
60 N 0.40499 2.72314 4.21019  -0.119
61 C 2.64896 5.30248 5.56041  -0.036
62 H 2.16735 -3.97660 -1.06142  0.042
63 H 3.57168 5.80204 5.30085  0.121
64 C 1.56144 -2.21210 2.86494  -0.717
65 H -0.69133 3.58149 6.47933  0.106
66 C -0.73691 -4.76856 -1.46222  -0.213
67 H -4.06145 -2.62397 -2.31096  0.033
68 H -1.11661 -3.92592 -4.47595  0.040
69 H 2.30880 -2.32432 -1.64656  -0.007
70 Cl 0.65298 -4.07941 4.57937  0.764

Values from the calculation:
* spin multiplicity: 6
* total charge: +2
* total energy: -7540.373556 Eh
* relative energy (zero: lowest compared OMol25 entry of this formula, charge and spin): 0.000 eV
* LUMO level (spin up / spin down): -5.75 / -8.69 eV

---

Entry 4:
A structure of composition C23H32ClNPd. Source: the OMol25 dataset; level of theory: wB97M-V/def2-TZVPD.

Each line ends with the Löwdin charge.
CARTESIAN COORDINATES (ANGSTROEM)
1 H 0.23869 -0.15051 2.77872  0.121
2 H -0.54500 -2.47978 -1.12042  0.106
3 H -0.17479 2.54160 2.90961  0.126
4 C 1.34825 2.64578 1.27188  -0.035
5 C -2.38370 0.46949 1.96783  -0.108
6 N -3.87131 0.82054 1.81373  -0.172
7 C -1.12974 -2.35718 -0.20824  -0.089
8 C -4.09248 2.29673 1.74750  0.018
9 H 0.36825 -0.25887 -3.05413  0.098
10 H 5.34469 -0.92341 -0.36657  0.082
11 C 2.12316 1.64437 0.63258  -0.117
12 Pd 0.14736 0.34651 -0.21003  0.910
13 H 5.99653 -0.07471 -3.28349  0.105
14 H -5.16046 2.46777 1.58718  0.116
15 C -0.15098 0.48117 -2.45317  -0.150
16 H -4.13382 0.43175 0.89428  0.191
17 H -1.81163 -4.42736 -0.16877  0.123
18 C -2.68810 -2.03385 2.08187  -0.040
19 H 4.40045 0.60059 -3.66025  0.084
20 C 0.41449 1.71615 -1.95343  -0.157
21 H -2.14110 0.61472 3.02898  0.144
22 H -1.84927 1.22912 1.38226  0.079
23 C 4.34867 -1.09799 -2.29568  -0.832
24 H 3.51092 -1.69845 -4.21225  0.084
25 H -3.22702 -1.92425 3.02513  0.112
26 H 6.15110 -2.01997 -1.50270  0.103
27 Cl 2.66461 -0.62025 -1.60200  0.676
28 H 4.66081 -2.53889 -0.68961  0.084
29 H 1.41781 2.07360 -2.15396  0.113
30 H -4.83183 -0.86910 2.65036  0.092
31 H -3.51957 2.70381 0.90898  0.087
32 C -1.83250 1.66857 -1.38886  -0.072
33 C -1.18663 -1.14578 0.43897  -0.162
34 H 2.94307 1.79476 -0.06426  0.102
35 H 5.04617 -2.49325 -3.81710  0.103
36 H 3.55691 -3.00224 -2.99677  0.083
37 C 5.17050 -1.67977 -1.14127  -0.104
38 C -1.86055 -3.44797 0.31131  -0.039
39 C -1.53208 0.46308 -2.07333  -0.083
40 C 4.09690 -2.13561 -3.39525  -0.105
41 H -0.50277 3.36287 -0.72741  0.121
42 H 2.29207 -0.58538 1.10677  0.101
43 C 0.69159 0.61357 2.15297  -0.119
44 H -4.34818 0.40072 3.83262  0.125
45 C 5.00974 0.16360 -2.86052  -0.101
46 H -2.22824 -0.33331 -2.33299  0.131
47 H 1.46487 3.72089 1.12843  0.136
48 C -0.61817 2.40247 -1.22863  -0.091
49 C -4.75673 0.20202 2.83639  0.014
50 H -5.74775 0.65536 2.73932  0.115
51 C 0.47750 2.02233 2.20431  -0.049
52 H -3.76996 2.75619 2.68800  0.123
53 C -2.62484 -3.27946 1.46231  -0.049
54 H 5.15773 0.91447 -2.07517  0.079
55 C -2.06367 -0.91656 1.49390  -0.257
56 H -3.19893 -4.11839 1.86770  0.126
57 C 1.76897 0.35916 1.22565  -0.192
58 H -2.83002 2.02858 -1.13330  0.111

Values from the calculation:
* spin multiplicity: 5
* total charge: +2
* total energy: -1537.661668 Eh
* relative energy (zero: lowest compared OMol25 entry of this formula, charge and spin): 0.000 eV
* LUMO level (spin up / spin down): -5.09 / -8.83 eV

---

- Which formula does entry 3 have?
  C23H32Cl5GeN2RuS3Si3

---

- What is the total charge in the second record?
  +1

---

- What is the total charge in the fourth record?
  +2

---

- Which of these has the highest total energy?
  C23H32ClNPd